25
Properties=species:S:1:pos:R:3:forces:R:3:mulliken_charge:R:1 method="wB97M-V/def2-TZVPD" e_homo_ev="-1.462 / 0.229" orbital_gap_ev="5.0 / 2.9" charge=-1
C -0.817 1.259 -2.636 0.5 0.3 -0.3 -0.9516
Be 0.060 0.087 0.478 0.0 0.3 -0.5 -2.6354
N 0.923 -1.426 -0.911 0.3 0.4 1.0 -1.0293
H -0.774 1.014 -0.223 0.3 -0.9 1.0 -0.0301
H -0.156 1.405 -1.769 -0.3 -0.3 -0.7 0.0720
H -1.353 2.206 -2.764 0.0 -0.2 -0.3 0.3038
H -1.516 0.448 -2.430 0.1 0.1 0.2 0.2172
H -0.228 0.993 -3.522 -0.2 0.3 0.0 0.2766
H 0.713 -2.393 -0.611 0.0 0.2 0.1 0.3720
H 1.964 -1.387 -0.900 -0.4 0.1 0.1 0.4852
H 0.697 -1.423 -1.904 -0.3 0.2 -0.3 0.2935
C 0.385 1.016 5.099 -0.1 -0.2 1.9 -1.6042
P 0.122 0.170 3.488 0.9 2.1 -1.8 1.8718
C 1.290 -1.177 3.794 0.0 -1.2 1.0 -1.1773
C -1.688 -0.054 3.700 0.5 -0.1 -0.1 -1.3923
O 0.555 0.218 1.884 -0.7 -1.0 -0.5 0.9015
H 1.311 0.690 5.595 0.1 0.2 -0.4 0.3729
H -0.397 0.667 5.794 -0.2 0.0 0.3 0.3525
H 0.339 2.105 5.136 0.0 -0.1 -0.4 0.3605
H 1.317 -1.501 4.886 -0.1 0.1 -1.3 0.3866
H 1.132 -2.034 3.092 0.2 0.7 0.7 0.3060
H 2.261 -0.705 3.557 -0.4 -0.4 0.1 0.2403
H -2.265 -0.274 2.800 0.3 -0.2 0.1 0.2767
H -1.830 -0.798 4.479 -0.4 -0.4 0.1 0.3713
H -2.045 0.894 4.110 0.1 -0.1 -0.1 0.3599

---

24
Properties=species:S:1:pos:R:3:forces:R:3:lowdin_spin:R:1 method="wB97M-V/def2-TZVPD" spin_multiplicity=2 s2=0.783 e_homo_ev="-0.516 / -1.153" orbital_gap_ev="4.1 / 4.3" charge=-1
C -0.135 -0.013 -2.984 -0.8 -0.2 -1.1 0.0192
Cu -0.101 -1.031 -1.469 1.2 -0.2 1.8 0.2024
N -1.313 -2.677 0.473 -0.1 0.1 1.1 0.1548
H 0.771 -1.060 -0.217 1.5 -2.4 0.8 0.0648
H -0.434 -2.640 0.985 0.5 -0.5 0.6 0.0363
H -0.995 -2.364 -0.446 0.3 -0.2 -1.8 0.0155
H -0.373 -1.073 -3.262 -0.3 0.7 -1.4 -0.0031
H 0.751 0.359 -3.457 0.3 0.2 -0.3 0.0064
H -0.997 0.635 -2.935 -0.2 0.3 -0.6 0.0012
H -1.905 -1.930 0.825 -0.9 0.5 0.4 0.1030
H -1.781 -3.584 0.460 -0.3 -0.6 0.1 0.1063
C 1.992 1.284 0.256 0.3 0.0 0.1 0.0012
P 0.372 0.471 0.343 -2.3 1.5 -0.5 0.1252
C 0.224 0.159 2.134 0.3 0.3 0.4 0.0450
C -0.737 1.950 0.262 0.0 1.3 0.7 0.0596
H 2.748 0.565 0.592 0.0 0.2 -0.2 0.0016
H 2.009 2.158 0.921 0.0 -0.2 -0.1 -0.0005
H 2.200 1.607 -0.771 0.0 -0.2 0.2 0.0005
H 0.606 1.042 2.670 0.0 -0.2 0.0 0.0053
H -0.825 0.015 2.431 0.4 -0.1 -0.2 0.0258
H 0.844 -0.705 2.405 -0.2 0.0 0.1 0.0053
H -0.334 2.777 0.873 -0.1 0.2 0.0 0.0110
H -0.853 2.330 -0.761 0.1 -0.4 0.1 0.0012
H -1.733 1.725 0.670 0.3 -0.2 -0.2 0.0121

---

25
Properties=species:S:1:pos:R:3:forces:R:3:mulliken_charge:R:1 method="wB97M-V/def2-TZVPD" e_homo_ev=-13.797 orbital_gap_ev=4.6 charge=+1
C -0.587 1.644 2.622 -1.3 0.7 -0.4 -1.1528
C 0.141 1.535 1.280 3.2 4.7 0.9 -0.4218
C -0.637 2.290 0.150 -1.1 -1.9 -0.5 -0.7701
C -0.493 1.630 -1.231 -0.8 -0.9 1.0 -0.5181
N -1.636 0.698 -1.458 1.3 0.9 -0.2 -0.3738
N 0.686 0.232 0.933 -3.1 2.0 -1.0 -0.3675
H -1.470 2.311 2.528 0.5 -0.2 -0.3 0.3970
H -1.002 0.646 2.852 0.2 -0.2 0.1 0.4012
H -0.072 2.076 3.464 0.6 -0.4 0.4 0.3349
H 0.992 2.247 1.362 0.4 -0.2 0.5 0.6171
H -0.328 3.327 0.013 0.0 0.2 0.8 0.3796
H -1.726 2.289 0.463 0.5 0.2 -0.4 0.4230
H -0.474 2.321 -2.073 0.0 0.1 0.1 0.4528
H 0.444 1.092 -1.154 0.3 -0.1 -0.8 0.3371
H -1.776 0.063 -0.650 -0.3 0.1 -0.3 0.1501
H -1.398 0.209 -2.319 -0.4 -0.5 0.3 0.3022
H 1.308 -0.283 1.550 -0.9 0.1 1.0 0.2480
H -0.448 0.325 0.928 0.1 -4.4 -0.4 -0.1253
H -2.050 0.218 1.182 1.1 0.0 -0.2 0.4954
H 0.605 -1.014 -0.296 0.5 -0.5 -0.3 0.5105
H 1.215 -2.403 -0.792 -0.1 0.1 0.0 0.3298
O 0.729 -1.606 -1.050 -0.2 -0.1 -0.4 -0.6569
H 0.870 -5.142 -1.568 -0.2 0.0 0.0 0.3214
H 2.358 -5.319 -1.415 0.3 0.0 0.0 0.3173
O 1.619 -4.822 -1.058 -0.1 0.2 0.0 -0.6314

---

25
Properties=species:S:1:pos:R:3:forces:R:3:mulliken_charge:R:1 method="wB97M-V/def2-TZVPD" e_homo_ev=-12.431 orbital_gap_ev=9.4 charge=+1
N 0.605 0.683 -1.399 3.1 0.7 -1.5 -0.1558
C -0.642 0.232 -0.795 -4.3 1.7 1.9 -0.6361
C -0.493 -0.556 0.593 0.4 0.9 -2.5 -0.7127
N 0.852 -1.113 0.451 0.0 -0.6 1.3 0.0685
C 0.929 -2.599 0.184 0.2 0.1 1.8 -1.0212
C 1.790 -0.521 1.450 -1.8 0.7 -0.2 -1.0480
H 0.689 1.733 -1.394 -0.4 -1.2 0.0 0.3985
H 0.692 0.343 -2.423 -0.1 0.7 2.2 0.4005
H 1.552 0.374 -0.851 -3.0 -0.1 -1.1 0.3575
H -1.237 -0.437 -1.420 0.7 0.3 -0.6 0.3644
H -1.426 1.185 -0.625 2.4 -2.3 -0.7 0.2198
H -1.349 -1.263 0.599 0.8 0.1 0.2 0.3840
H -0.660 0.193 1.365 0.6 -0.4 0.5 0.3449
H 1.207 -3.158 1.157 0.8 0.8 -1.6 0.3026
H 1.530 -2.799 -0.756 -0.6 -0.1 1.5 0.2880
H -0.070 -3.047 0.150 -0.1 0.6 -0.9 0.3414
H 1.593 -0.851 2.463 -0.2 0.0 0.4 0.3892
H 1.815 0.609 1.399 -0.5 -1.2 0.0 0.2853
H 2.758 -0.797 1.228 2.2 -0.9 -0.6 0.4340
H -4.759 0.358 -1.252 1.9 0.0 1.5 0.3168
H -3.687 0.320 -0.005 -0.8 -0.1 2.3 0.3061
O -3.809 0.353 -0.918 -1.1 0.1 -3.7 -0.6237
H 0.681 2.763 1.322 0.5 0.5 -0.6 0.3220
H 1.546 3.602 0.256 -0.4 -0.4 0.7 0.2917
O 1.238 2.715 0.522 -0.1 0.1 -0.2 -0.6175

---

29
Properties=species:S:1:pos:R:3:forces:R:3:mulliken_charge:R:1 method="wB97M-V/def2-TZVPD" e_homo_ev=-5.266 orbital_gap_ev=8.6 charge=-1
N -0.435 -2.363 0.049 -0.5 -0.2 -1.5 -0.8186
C -1.073 -1.226 0.685 2.6 1.9 1.5 -0.5508
C -1.301 0.067 -0.161 -3.1 -0.3 -1.5 0.2370
N -1.059 1.401 0.127 0.9 -1.3 1.3 -0.0174
C -0.022 1.693 1.116 -0.7 1.5 0.8 -0.6067
C 1.375 1.654 0.436 0.9 -0.2 0.7 -0.0561
O 2.328 0.842 1.050 -0.7 -0.4 0.2 -0.6836
O -2.042 -0.145 -1.128 0.5 -0.1 -0.6 -0.7342
H 0.545 -2.444 0.266 0.5 0.4 1.0 0.3612
H -0.327 -2.216 -0.952 -0.8 0.0 -0.1 0.3179
H -1.955 -1.463 1.300 0.4 -0.2 -1.8 0.2643
H -0.339 -0.849 1.404 0.0 -0.5 0.6 0.4245
H -1.064 2.033 -0.667 -0.3 -0.5 -0.2 0.3895
H -0.245 0.973 1.944 1.0 0.6 -0.6 0.3193
H -0.244 2.734 1.580 0.4 -1.5 -0.8 0.3174
H 1.315 1.179 -0.530 -1.0 0.6 -0.9 -0.0223
H 1.800 2.670 0.317 -0.4 -0.1 0.0 0.3231
H -2.278 -1.303 2.755 -0.5 0.8 -0.6 0.3774
H -3.078 -0.025 2.037 0.4 -0.7 -0.6 0.3520
O -2.790 -0.486 2.821 -0.5 0.4 2.4 -0.6680
H 0.700 0.886 -2.806 0.2 -0.6 0.3 0.2973
H -0.781 0.465 -2.511 0.3 0.0 -0.1 0.3657
O -0.215 1.042 -3.046 -0.6 0.7 -0.4 -0.6937
H 1.926 -0.842 -1.026 0.1 -0.1 -0.8 0.2872
H 2.755 -0.819 -2.249 0.0 0.1 -0.4 0.2220
O 1.875 -0.516 -2.006 0.2 -0.4 0.9 -0.6510
H 2.120 -0.156 0.604 1.5 0.5 1.8 0.4352
H 3.346 -1.448 0.488 0.1 0.0 0.0 0.1778
O 2.392 -1.479 0.394 -0.8 -0.4 -0.6 -0.9663

---

25
Properties=species:S:1:pos:R:3:forces:R:3:mulliken_charge:R:1 method="wB97M-V/def2-TZVPD" e_homo_ev=-9.674 orbital_gap_ev=10.5
C 0.826 -0.335 -2.513 -0.9 1.0 0.0 -1.2235
C -0.173 -1.079 -1.630 0.1 -0.4 -0.3 -0.3287
N -0.619 -0.268 -0.491 0.2 -0.3 0.5 -0.1772
C -0.861 -1.035 0.768 -0.4 0.7 -1.0 -0.7791
C -1.329 -0.102 1.874 0.0 -1.2 0.5 -1.1604
H 0.960 -0.837 -3.467 0.2 -0.1 0.0 0.3701
H 0.305 0.611 -2.711 0.2 0.0 -0.4 0.3192
H 1.771 -0.006 -2.088 0.1 -0.6 0.3 0.2803
H 0.200 -2.032 -1.252 0.2 0.1 0.1 0.3262
H -1.015 -1.329 -2.280 -0.1 -0.1 0.1 0.3332
H -1.461 0.264 -0.681 0.2 0.2 -0.3 0.3634
H 0.060 -1.559 0.998 0.0 0.0 0.2 0.4849
H -1.667 -1.748 0.568 0.2 -0.3 0.1 0.4866
H -2.304 0.330 1.649 0.1 0.2 -0.1 0.2977
H -0.607 0.646 2.178 0.1 0.2 -0.2 0.2943
H -1.469 -0.775 2.726 -0.1 0.3 0.2 0.3882
H 2.862 -0.928 2.486 -0.1 0.8 0.0 0.2831
H 1.755 -0.201 1.493 0.7 0.7 0.4 0.4178
O 2.184 -1.011 1.818 -0.4 -1.3 -0.4 -0.6614
H -1.371 3.303 0.206 -0.1 0.0 -0.2 0.2897
H -0.313 2.208 0.276 -0.1 0.1 -0.4 0.4212
O -1.060 2.532 -0.281 0.0 0.3 0.6 -0.6399
H 0.386 0.594 -0.116 0.6 0.3 0.9 0.3247
H 1.802 1.556 -0.063 0.1 0.0 0.1 0.1975
O 1.137 1.199 0.534 -0.5 -0.4 -0.7 -0.9081

---

25
Properties=species:S:1:pos:R:3:forces:R:3:mulliken_charge:R:1 method="wB97M-V/def2-TZVPD" smiles=CCCNC.O.O.O e_homo_ev=-8.956 orbital_gap_ev=9.5
C 1.312 -1.909 0.946 0.8 0.5 -1.3 -0.8880
C 2.046 -0.548 1.220 -1.0 0.3 -1.3 -0.5008
C 1.895 0.471 0.004 1.3 -1.0 1.0 -0.7468
N 0.547 0.776 -0.343 -1.1 -2.1 -0.4 -0.0049
C 0.438 1.857 -1.241 -0.1 1.4 -2.4 -1.0323
H 1.284 -2.076 -0.158 -0.6 0.3 0.6 0.2019
H 1.891 -2.811 1.238 -0.6 0.7 0.7 0.3305
H 0.297 -1.797 1.379 0.6 -0.7 -0.4 0.2069
H 1.544 -0.190 2.116 0.7 0.5 0.2 0.3298
H 3.122 -0.646 1.286 0.2 -0.2 0.6 0.3616
H 2.328 1.476 0.156 0.6 -0.7 0.5 0.4605
H 2.498 -0.063 -0.794 -0.7 0.8 0.1 0.3293
H 0.176 -0.018 -0.890 -0.2 0.2 1.0 0.0192
H 0.399 2.826 -0.754 0.0 0.2 0.3 0.3165
H 1.338 1.907 -1.934 -1.0 0.0 0.3 0.3197
H -0.516 1.780 -1.854 1.2 0.0 0.7 0.2905
H -0.768 1.783 2.535 -0.2 0.6 0.7 0.3027
H -0.243 1.082 1.314 -0.7 -0.7 0.1 0.4238
O -0.847 0.943 2.100 0.5 0.0 -0.9 -0.6627
H -3.903 -1.184 -0.114 1.5 2.6 -1.3 0.3369
H -2.982 -0.005 0.391 -0.5 -0.5 -1.9 0.3464
O -3.381 -0.350 -0.478 -1.0 -2.1 3.1 -0.6958
H -2.047 -1.099 -1.921 3.8 0.0 0.6 0.3349
H -0.779 -1.071 -2.784 1.3 0.4 -4.7 0.2810
O -0.973 -1.163 -1.919 -5.0 -0.4 4.0 -0.6608

---

28
Properties=species:S:1:pos:R:3:forces:R:3:mulliken_charge:R:1 method="wB97M-V/def2-TZVPD" smiles="NCCCC(=O)O.O.O.O.O" e_homo_ev=-9.276 orbital_gap_ev=9.7
O -1.024 0.658 0.281 0.2 0.8 -0.8 -0.6013
C 0.177 0.727 0.329 1.1 -0.3 2.7 0.5373
O 0.897 -0.154 1.072 -0.6 0.1 -0.8 -0.3409
C 1.100 1.802 -0.116 -0.4 1.9 -0.4 -0.8524
C 2.147 1.338 -1.125 -1.1 -0.4 -1.4 -0.5255
C 1.667 0.173 -2.048 0.0 0.1 1.3 -0.7009
N 0.459 0.512 -2.778 0.3 -0.6 -0.3 -0.5537
H 0.262 -0.787 1.497 -0.1 0.2 0.1 0.4055
H 1.507 2.402 0.719 0.2 -1.2 0.2 0.4193
H 0.554 2.651 -0.552 -0.5 -0.7 -0.4 0.3372
H 3.113 1.071 -0.714 0.2 0.5 0.0 0.4073
H 2.077 2.157 -1.853 1.5 0.1 0.2 0.2465
H 1.495 -0.722 -1.446 -0.4 0.0 0.1 0.2486
H 2.513 -0.155 -2.654 -0.1 0.4 -0.6 0.3560
H 0.383 1.481 -3.046 0.0 0.0 0.1 0.2464
H -0.386 0.188 -2.337 -0.1 0.2 0.0 0.3045
H -2.895 2.051 -1.249 -0.4 -0.7 0.4 0.3038
H -3.665 0.869 -0.539 -0.1 0.1 0.9 0.3194
O -3.311 1.179 -1.361 0.3 0.5 -1.4 -0.6296
H 2.146 -1.278 2.890 -0.1 0.3 0.2 0.3257
H 2.465 -2.184 1.741 -0.1 -0.1 0.0 0.3283
O 1.933 -2.144 2.543 0.4 -0.5 -0.1 -0.6706
H -1.928 -0.674 -0.077 -0.2 -0.2 0.4 0.4765
H -2.792 -1.837 -0.588 -0.1 -0.2 0.0 0.2921
O -2.387 -1.487 0.209 -0.2 -0.3 -0.4 -0.6889
H -1.428 -2.081 1.790 -0.5 0.2 -0.2 0.3731
H -0.046 -2.371 2.359 -0.3 0.2 0.6 0.3510
O -0.829 -1.799 2.493 0.9 -0.5 -0.4 -0.7151

---

Calculated strongest force on any atom in order - 2.9 3.0 5.8 5.0 3.5 1.5 6.4 2.9 eV/A
Calculated energy relative to the best compared isomer or geometry (same formula, charge and spin) in order - 0.0 434.9 1058.9 305.3 364.6 44.8 145.5 33.1 kJ/mol